(1)
Computed, not measured: C18H15BaN6S2 as an isolated structure, with the ωB97M-V functional and the def2-TZVPD basis.

XYZ file:
```
42
C18H15BaN6S2 the ωB97M-V functional and the def2-TZVPD basis
Ba -0.13623 0.50393 -1.27757
C 4.52525 -2.18774 -2.79688
C 5.23814 -0.99819 -2.85097
C 4.89958 0.05734 -2.01755
C 3.81938 -0.07028 -1.15565
C 3.11731 -1.27273 -1.07157
C 3.47770 -2.32934 -1.89581
N 3.47861 1.07224 -0.37175
N 2.25497 1.23012 -0.26034
C 1.74728 2.33916 0.48719
C 2.57462 3.11599 1.30304
C 1.99508 4.15673 1.99583
C 0.62601 4.40114 1.85626
C -0.15454 3.61005 1.02995
C 0.36787 2.52666 0.30160
H 4.80440 -3.01539 -3.43516
H 6.06822 -0.89502 -3.53694
H 5.45049 0.98813 -2.03531
H 2.35796 -1.41277 -0.30782
H 2.96240 -3.27541 -1.80398
H 3.63075 2.90106 1.39094
H 2.59343 4.78098 2.64637
H 0.17640 5.21842 2.40780
H -1.21262 3.84516 0.95581
N -3.97682 1.51846 0.31166
C -3.41825 0.31518 0.60121
N -2.64170 -0.33410 -0.23494
C -2.19706 -1.51382 0.35201
C -2.59425 -1.72899 1.62330
S -3.62303 -0.44577 2.13654
C -1.34768 -2.41782 -0.43594
C -1.49774 -2.66497 -1.76490
S -0.34509 -3.85270 -2.26225
C 0.24962 -3.91617 -0.63103
N -0.34028 -3.10487 0.20208
N 1.30834 -4.69639 -0.28430
H -4.12042 1.73296 -0.66095
H -4.65183 1.91048 0.94534
H -2.35116 -2.56127 2.26157
H -2.27475 -2.31143 -2.42329
H 1.49736 -5.52541 -0.82196
H 1.47260 -4.77602 0.70734
```

Properties
Total charge: +1
Energy in eV: -50208.618
Relative energy (zero: lowest compared OMol25 entry of this formula, charge and spin) in eV: 0.394
Kohn-Sham gap in eV: 7.62

---

(2)
Computed, not measured: a 2-piece molecular cluster, C7H7F3N2S overall at a distorted geometry, with the ωB97M-V functional and the def2-TZVPD basis.

XYZ file:
```
20
C7H7F3N2S the ωB97M-V functional and the def2-TZVPD basis
C 2.84399 0.06233 -0.36594
C 2.85735 1.39497 -0.83555
C 1.26776 0.80657 1.01453
C -0.45888 -1.34306 -0.51981
C -1.57754 -2.00980 0.30508
C -1.42812 -0.53080 0.18914
C -2.33726 0.61905 -0.17456
N 1.97712 -0.16769 0.53493
N 0.33046 0.85751 1.87938
F -1.84022 1.41166 -1.12078
F -3.59254 0.34015 -0.65257
F -2.59432 1.42180 0.91041
S 1.75407 2.31075 -0.03350
H 3.52954 -0.69977 -0.79015
H 3.29624 1.61667 -1.80337
H 0.57719 -1.60877 -0.14060
H -0.53490 -1.30827 -1.57063
H -2.47617 -2.50922 -0.02898
H -1.45037 -2.51921 1.26090
H -0.14337 1.85513 1.94208
```

Properties
Total charge: 0
Energy in eV: -29335.497
Relative energy (zero: lowest compared OMol25 entry of this formula, charge and spin) in eV: 2.402
Kohn-Sham gap (spin up / spin down) in eV: 8.05 / 6.78

---

(3)
Computed, not measured: a 2-piece molecular cluster, C3H4NO overall at a distorted geometry, with the ωB97M-V functional and the def2-TZVPD basis.

XYZ file:
```
9
C3H4NO the ωB97M-V functional and the def2-TZVPD basis
C -0.00222 -2.68958 1.15857
C -0.33421 -1.55793 0.87859
C -0.52305 -0.31767 0.44960
N 0.68749 2.09697 -1.36864
O 1.20164 2.73559 -2.34106
H -0.29128 -3.57287 1.68793
H -0.28260 0.07118 -0.53918
H -0.30069 0.52358 1.19855
H -0.15508 2.71073 -1.12435
```

Properties
Total charge: -1
Energy in eV: -6707.381
Relative energy (zero: lowest compared OMol25 entry of this formula, charge and spin) in eV: 3.407
Kohn-Sham gap (spin up / spin down) in eV: 3.46 / 5.31

---

(4)
Computed, not measured: H17O9Pb as an isolated structure at a distorted geometry, with the ωB97M-V functional and the def2-TZVPD basis.

XYZ file:
```
27
H17O9Pb the ωB97M-V functional and the def2-TZVPD basis
Pb 1.95866 1.45445 1.17991
O 0.26926 0.05523 0.37671
H -0.22902 0.56140 -0.30484
O -1.63089 -1.80268 -0.20604
H -1.40615 -2.60793 0.30448
H -0.86742 -1.14897 -0.18747
O -1.15688 0.92187 -2.33433
H -1.12452 1.30403 -3.23565
H -2.01460 1.21104 -2.02643
O 1.00859 -0.73239 -3.00908
H 1.15485 -1.01833 -2.10712
H 0.36679 -0.09163 -2.69550
O -2.09339 0.79097 1.34756
H -2.32520 1.56896 0.82623
H -1.26402 0.48468 0.96424
O 1.29166 2.49694 -1.28970
H 0.36801 2.55436 -1.42833
H 1.56981 2.39251 -2.19365
O 0.71684 1.05502 3.21539
H 0.01342 0.38480 3.29256
H 0.69505 1.40610 4.12611
O 0.24383 -1.92116 2.13647
H 0.32615 -1.32591 1.41440
H -0.22598 -1.53208 2.84043
O 1.80202 -2.10608 -0.48016
H 1.33145 -2.94903 -0.36013
H 1.22168 -1.40618 -0.16606
```

Properties
Total charge: +1
Energy in eV: -23943.558
Relative energy (zero: lowest compared OMol25 entry of this formula, charge and spin) in eV: 0.977
Kohn-Sham gap in eV: 7.20

---

(5)
Computed, not measured: one molecule with the formula C3H6O2 at a distorted geometry, with the ωB97M-V functional and the def2-TZVPD basis.

XYZ file:
```
11
C3H6O2 the ωB97M-V functional and the def2-TZVPD basis
C -1.33420 0.48208 -0.10874
C -0.21325 -0.76076 0.33219
O 1.07736 -0.27274 0.66952
C 1.84811 0.05380 -0.39125
O 1.54801 -0.07853 -1.55047
H -0.89661 0.84456 -1.01012
H -2.36461 0.09825 -0.29261
H -1.45066 1.29093 0.64454
H -0.13781 -1.42138 -0.52427
H -0.99747 -0.65873 1.03347
H 2.80654 0.46729 -0.04333
```

Properties
Total charge: 0
Energy in eV: -7301.069
Relative energy (zero: lowest compared OMol25 entry of this formula, charge and spin) in eV: 2.609
Kohn-Sham gap in eV: 10.80
SMILES string: CCOC=O

---

(6)
Computed, not measured: a 7-piece molecular cluster, C15H39BN12O8 overall at a distorted geometry, with the ωB97M-V functional and the def2-TZVPD basis.

XYZ file:
```
75
C15H39BN12O8 the ωB97M-V functional and the def2-TZVPD basis
C -0.83475 0.01892 2.03193
C -0.36391 -1.08108 1.75497
C -0.23490 -2.57943 1.25638
C -0.63769 -2.62829 -0.30678
C 0.12935 -3.76667 -1.11511
B 1.47533 -3.29050 -1.86781
C 2.22092 -1.92745 -1.44844
C 3.39682 -1.47794 -2.45176
C 3.17502 0.12000 -2.68570
C 2.10641 0.37204 -3.81304
O 0.98567 -0.12985 -3.70092
O 2.40962 1.18883 -4.90511
H -1.30453 1.02557 2.14223
H -0.96049 -3.23418 1.83152
H 0.82775 -2.91432 1.44037
H -0.58216 -1.59933 -0.76568
H -1.74176 -2.92470 -0.30358
H -0.59326 -4.15221 -1.91546
H 0.32793 -4.64278 -0.42357
H 1.89045 -4.01684 -2.72420
H 1.45702 -1.10683 -1.32881
H 2.73933 -2.14469 -0.44953
H 3.40553 -2.04864 -3.42613
H 4.42735 -1.56452 -1.97991
H 2.74206 0.55797 -1.73018
H 4.16139 0.64694 -2.85455
H 1.53115 1.45754 -5.26076
N -1.67841 3.57814 5.55585
C -1.99927 2.34345 5.08472
N -3.31619 2.15893 4.82953
O -1.16122 1.46790 4.90509
H -2.34913 4.30839 5.70951
H -0.70899 3.75447 5.75733
H -3.59280 1.25762 4.47909
H -4.01988 2.86522 4.96988
N 1.16076 -0.50573 -7.08842
C 0.98632 -0.13115 -8.38323
N 0.39884 -1.06931 -9.17463
O 1.32956 0.96152 -8.80305
H 0.88576 -1.39844 -6.72231
H 1.59301 0.16343 -6.47161
H 0.25295 -0.82807 -10.14002
H 0.10937 -1.97288 -8.84921
N 7.74908 1.09924 -0.72096
C 7.16029 0.44557 -1.75569
N 7.90879 0.37801 -2.88748
O 6.04361 -0.04402 -1.67486
H 8.66404 1.50806 -0.76645
H 7.22465 1.16954 0.13473
H 7.50561 -0.09902 -3.67607
H 8.82682 0.77302 -2.97458
N -2.96042 -1.52408 -3.44559
C -3.14692 -0.30236 -2.87485
N -2.00388 0.38475 -2.62326
O -4.25450 0.13837 -2.61117
H -2.05890 -1.90375 -3.66976
H -3.78316 -2.06564 -3.64815
H -2.09860 1.29252 -2.20132
H -1.08401 0.03767 -2.83385
N -0.96712 -2.05092 7.62926
C 0.32480 -1.66803 7.81842
N 0.67752 -0.52905 7.17095
O 1.10350 -2.30027 8.51576
H -1.62156 -1.54557 7.06028
H -1.26853 -2.89091 8.09238
H 1.62472 -0.21216 7.28461
H 0.05012 0.00517 6.59168
N -7.56209 4.83852 5.72624
C -7.00083 4.10866 4.72832
N -7.72613 4.05606 3.58295
O -5.92454 3.54216 4.85189
H -8.44356 5.31057 5.64524
H -7.05281 4.90017 6.59155
H -7.34156 3.52373 2.82043
H -8.61077 4.51296 3.46048
```

Properties
Total charge: 0
Energy in eV: -51128.306
Kohn-Sham gap in eV: 9.60
SMILES string: C#CCCCBCCCC(=O)O.NC(N)=O.NC(N)=O.NC(N)=O.NC(N)=O.NC(N)=O.NC(N)=O

---

(7)
Computed, not measured: one molecule with the formula C6H14O3 at a distorted geometry, with the ωB97M-V functional and the def2-TZVPD basis.

XYZ file:
```
23
C6H14O3 the ωB97M-V functional and the def2-TZVPD basis
C -0.29235 -1.46708 1.48900
C 0.40275 -0.19056 1.03119
C 1.90882 -0.35646 0.96795
O 0.08131 0.85297 1.90362
C -0.33118 0.34546 -0.54530
C -0.17273 -0.69251 -1.65422
C 0.28223 1.69252 -0.92834
O -1.64119 0.49731 -0.12857
O -2.54090 1.13273 -1.31124
H -1.36975 -1.31950 1.59491
H -0.11102 -2.29525 0.80016
H 0.08691 -1.76621 2.47495
H 2.31274 -0.54771 1.97050
H 2.19395 -1.18705 0.31790
H 2.39570 0.56152 0.63065
H -0.85823 1.08534 1.70231
H 0.88014 -0.91531 -1.84777
H -0.62386 -0.33152 -2.58575
H -0.70180 -1.61667 -1.40911
H 0.17513 2.41789 -0.11717
H 1.33579 1.60922 -1.20459
H -0.25258 2.10569 -1.79108
H -3.15987 0.38519 -1.35998
```

Properties
Total charge: 0
Energy in eV: -12588.273
Relative energy (zero: lowest compared OMol25 entry of this formula, charge and spin) in eV: 3.825
Kohn-Sham gap in eV: 9.78
SMILES string: CC(C)(O)C(C)(C)OO

---

(8)
Computed, not measured: a 11-piece molecular cluster, C5H31NO11S overall at a distorted geometry, with the ωB97M-V functional and the def2-TZVPD basis.

XYZ file:
```
49
C5H31NO11S the ωB97M-V functional and the def2-TZVPD basis
C -1.32222 1.28116 -1.68584
C 0.18506 1.23830 -1.89613
N 0.77554 1.28679 -0.57767
C 2.23223 1.05042 -0.58591
C 2.63555 -0.41049 -0.87724
O 2.07225 -1.31442 -0.33437
C 3.01516 1.42201 0.67234
S 4.17327 2.76757 0.46518
H -1.60329 2.23719 -1.23028
H -1.73155 0.45971 -1.18518
H -1.78389 1.34236 -2.65354
H 0.47806 2.01584 -2.62309
H 0.34424 0.23114 -2.34106
H 0.25517 0.84546 0.16562
H 2.45487 1.77171 -1.36072
H 3.54419 -0.45860 -1.50520
H 2.33201 1.95890 1.39911
H 3.43877 0.47348 1.02158
H 3.85732 3.00629 -0.82297
O 0.76888 -0.53625 3.68380
H 0.98178 -0.38751 4.64290
H 1.23811 -1.37359 3.57270
O -1.82795 -0.88937 0.63970
H -1.99767 -0.08952 1.17591
H -1.03896 -1.33483 0.97181
O -0.03621 -4.20912 0.66663
H 0.66861 -3.82316 0.12199
H -0.04462 -5.08495 0.27912
O -1.46990 1.57085 3.20364
H -1.37325 2.14312 2.43287
H -0.76428 0.93223 3.27430
O -2.30852 -3.55556 -0.82574
H -2.49462 -2.67575 -0.45372
H -2.50777 -4.08560 -0.01479
O -0.73000 -2.65409 -2.80287
H -0.75940 -3.44576 -3.35228
H -1.19901 -2.90295 -1.98693
O -4.00763 -1.81627 1.94337
H -3.32959 -1.46069 1.33575
H -4.26032 -1.09194 2.51578
O 2.20656 -1.73326 -3.16900
H 1.72249 -1.92909 -3.99092
H 1.50985 -2.22949 -2.70452
O 0.73837 4.44352 0.60288
H 1.26648 3.67374 0.39136
H 0.53917 4.39045 1.53725
O -2.08001 2.66223 0.89869
H -1.70468 3.52297 0.63477
H -3.05865 2.76482 0.73093
```

Properties
Total charge: 0
Energy in eV: -40534.399
Relative energy (zero: lowest compared OMol25 entry of this formula, charge and spin) in eV: 2.658
Kohn-Sham gap in eV: 8.82
SMILES string: CCN[C@H](C=O)CS.O.O.O.O.O.O.O.O.O.O

---

Number 3 is which compound?
C3H4NO

---

What is the total charge in the first record?
+1